C54H120B4F16FeN6 | wB97M-V/def2-TZVPD

The geometry in XYZ format:
```
201
C54H120B4F16FeN6 | the Open Molecules 2025 dataset | wB97M-V/def2-TZVPD
Fe -5.13 5.72 -0.99
C -13.94 14.00 -1.41
C -12.69 13.11 -1.59
C -12.69 11.71 -0.80
N -11.73 10.59 -1.38
C -10.19 11.06 -1.39
C -9.32 9.92 -1.89
C -9.60 8.66 -0.97
C -11.05 8.13 -0.91
C -11.98 9.24 -0.57
C -12.06 10.39 -2.82
H -14.75 13.30 -1.58
H -14.14 14.73 -2.20
H -13.95 14.34 -0.38
H -11.87 13.72 -1.20
H -12.49 13.02 -2.66
H -13.67 11.26 -0.73
H -12.40 11.83 0.25
H -10.11 11.22 -0.31
H -10.16 12.02 -1.92
H -8.32 10.27 -1.62
H -9.48 9.72 -2.95
H -9.29 8.96 0.03
H -9.06 7.77 -1.29
H -10.97 7.37 -0.12
H -11.21 7.50 -1.79
H -11.70 9.53 0.44
H -13.00 8.88 -0.72
H -13.12 10.12 -2.87
H -11.59 9.50 -3.24
H -11.78 11.33 -3.30
C -3.47 4.37 3.33
C -2.34 5.44 3.44
C -2.74 6.73 2.73
N -1.64 7.83 2.79
C -0.22 7.36 2.45
C 0.07 7.13 0.91
C -0.50 8.28 -0.01
C -1.84 8.75 0.43
C -1.97 9.07 1.92
C -1.53 8.24 4.31
H -4.31 4.50 4.02
H -3.05 3.37 3.42
H -4.03 4.40 2.40
H -1.40 5.01 3.08
H -2.16 5.59 4.51
H -3.65 7.13 3.18
H -2.93 6.64 1.66
H 0.02 6.48 3.04
H 0.39 8.21 2.77
H -0.29 6.14 0.63
H 1.12 7.31 0.71
H -0.42 7.96 -1.05
H 0.15 9.15 0.15
H -2.47 7.95 0.05
H -2.18 9.60 -0.17
H -2.90 9.51 2.29
H -1.22 9.78 2.26
H -1.15 7.37 4.84
H -2.50 8.56 4.71
H -0.83 9.05 4.55
C -4.74 -4.02 -7.19
C -5.13 -2.93 -6.12
C -4.26 -1.67 -6.36
N -4.79 -0.32 -5.76
C -5.17 -0.50 -4.27
C -5.21 0.82 -3.47
C -4.12 1.91 -3.77
C -3.92 2.11 -5.24
C -3.66 0.81 -6.03
C -6.04 0.03 -6.61
H -5.02 -3.86 -8.23
H -5.31 -4.92 -6.97
H -3.69 -4.30 -7.25
H -5.15 -3.47 -5.18
H -6.18 -2.63 -6.08
H -4.13 -1.51 -7.43
H -3.28 -1.81 -5.91
H -4.28 -0.92 -3.80
H -5.98 -1.21 -4.12
H -5.13 0.64 -2.40
H -6.19 1.29 -3.57
H -3.28 1.54 -3.19
H -4.48 2.85 -3.35
H -3.05 2.76 -5.22
H -4.78 2.62 -5.68
H -2.69 0.37 -5.80
H -3.77 0.93 -7.11
H -5.91 1.08 -6.89
H -6.96 0.06 -6.03
H -6.16 -0.64 -7.46
C -9.86 2.39 -3.44
C -10.42 2.63 -2.00
C -9.67 1.75 -0.98
N -10.28 2.01 0.46
C -11.82 2.13 0.57
C -12.37 0.74 0.26
C -11.93 -0.50 1.10
C -10.39 -0.54 1.20
C -9.74 0.90 1.39
C -9.71 3.34 1.09
H -8.78 2.43 -3.49
H -10.35 3.02 -4.19
H -10.11 1.36 -3.70
H -11.49 2.42 -2.06
H -10.20 3.62 -1.61
H -8.61 1.97 -0.92
H -9.85 0.72 -1.30
H -12.24 2.99 0.05
H -11.83 2.52 1.59
H -12.23 0.50 -0.80
H -13.45 0.86 0.39
H -12.20 -1.50 0.77
H -12.32 -0.45 2.12
H -10.10 -1.11 0.31
H -10.04 -1.05 2.09
H -8.73 0.68 1.03
H -9.69 1.30 2.40
H -8.67 3.41 0.74
H -9.85 3.36 2.17
H -10.22 4.18 0.62
C -7.46 4.40 3.88
C -8.27 4.37 5.14
C -7.78 5.49 6.03
N -8.30 5.37 7.52
C -7.55 4.14 8.19
C -7.81 3.94 9.73
C -7.53 5.27 10.42
C -8.22 6.48 9.80
C -7.96 6.65 8.32
C -9.83 5.07 7.52
H -6.40 4.21 4.04
H -7.35 5.33 3.33
H -7.66 3.63 3.14
H -8.26 3.36 5.55
H -9.29 4.59 4.83
H -8.05 6.53 5.82
H -6.69 5.42 5.99
H -6.53 4.46 7.97
H -7.91 3.28 7.61
H -7.15 3.13 10.04
H -8.84 3.77 10.03
H -6.47 5.48 10.26
H -7.65 5.24 11.50
H -7.87 7.43 10.20
H -9.29 6.41 10.01
H -6.97 7.08 8.21
H -8.62 7.44 7.96
H -10.16 4.76 8.52
H -10.02 4.13 7.00
H -10.37 6.00 7.36
C 3.17 8.09 -6.68
C 1.89 8.74 -6.25
C 0.76 7.77 -6.19
N -0.56 8.32 -5.47
C -1.05 9.39 -6.42
C -2.46 9.70 -6.03
C -3.49 8.58 -5.91
C -2.98 7.50 -4.97
C -1.50 7.08 -5.27
C -0.14 8.85 -4.02
H 4.08 8.49 -6.23
H 3.14 8.16 -7.76
H 3.08 7.03 -6.42
H 1.64 9.68 -6.75
H 2.04 9.24 -5.29
H 1.15 7.00 -5.52
H 0.42 7.34 -7.13
H -1.20 8.91 -7.38
H -0.40 10.27 -6.45
H -2.87 10.45 -6.71
H -2.34 10.26 -5.10
H -3.40 8.29 -6.96
H -4.51 8.88 -5.68
H -3.65 6.64 -5.02
H -3.13 7.89 -3.96
H -1.47 6.63 -6.26
H -1.13 6.32 -4.58
H -1.04 8.95 -3.41
H 0.35 9.82 -4.07
H 0.53 8.13 -3.54
B -6.01 3.64 -0.41
F -6.51 4.04 -1.62
F -4.62 3.65 -0.54
F -6.16 4.65 0.51
F -6.39 2.38 0.12
B -2.52 5.30 -1.75
F -1.57 6.03 -2.36
F -3.66 5.45 -2.40
F -2.11 4.00 -1.68
F -2.98 5.74 -0.53
B -6.08 7.55 -2.32
F -6.74 8.72 -2.60
F -4.94 7.76 -1.65
F -6.86 6.72 -1.50
F -5.60 6.92 -3.49
B -5.69 7.76 1.58
F -4.93 7.00 0.77
F -5.30 9.10 1.52
F -6.87 7.70 0.92
F -5.83 7.32 2.89
```

Properties
- Multiplicity: 5
- Max |F|: 6.10 eV/Å
- <S²>: 6.0046
- Total charge: +4
- Relative energy (zero: lowest compared OMol25 entry of this formula, charge and spin): 72.7 kcal/mol
- HOMO level (spin up / spin down): -17.35 / -15.76 eV
- E_LUMO (spin up / spin down): -6.443 / -6.443 eV
- Electronic energy: -147447.1349 eV

Löwdin atomic charge list, values in e, 99 entries: 1.0615, -0.0790, -0.2155, -0.0678, -0.2274, -0.0644, -0.1375, -0.1532, -0.1993, -0.0840, -0.0070, 0.0697, 0.0888, 0.0842, 0.1019, 0.0920, 0.1206, 0.1239, 0.1310, 0.1300, 0.1199, 0.1146, 0.1178, 0.0998, 0.1160, 0.1158, 0.1342, 0.1356, 0.1154, 0.0996, 0.0991, -0.0553, -0.1906, -0.0944, -0.2089, -0.0859, -0.0954, -0.1847, -0.1712, -0.0508, 0.0277, 0.0482, 0.0830, 0.0658, 0.1054, 0.1016, 0.1182, 0.1030, 0.1181, 0.1283, 0.1099, 0.1156, 0.0932, 0.1139, 0.0940, 0.1332, 0.1315, 0.1303, 0.0898, 0.1087, 0.1053, -0.0784, -0.2123, -0.1265, -0.2016, -0.0847, -0.1566, -0.1706, -0.1659, -0.0357, 0.0330, 0.0760, 0.0781, 0.0832, 0.1099, 0.0981, 0.1305, 0.1298, 0.1328, 0.1300, 0.1187, 0.0939, 0.1288, 0.1080, 0.1264, 0.1175, 0.1316, 0.1257, 0.0897, 0.1005, 0.1080, -0.0662, -0.2133, -0.0863, -0.2151, -0.0942, -0.1389, -0.1613, -0.1431

C54H120BF4N6 | wB97M-V/def2-TZVPD

The geometry in XYZ format:
```
185
C54H120BF4N6 | the Open Molecules 2025 dataset | wB97M-V/def2-TZVPD
C -0.91 1.89 3.41
C -0.76 2.07 4.93
C -2.13 2.12 5.66
N -2.19 2.72 7.11
C -3.59 2.83 7.66
C -4.44 3.87 6.90
C -3.70 5.23 6.93
C -2.23 5.12 6.41
C -1.48 4.12 7.20
C -1.39 1.77 8.08
H -1.82 1.33 3.21
H -0.09 1.44 2.85
H -1.03 2.81 2.85
H -0.21 3.00 5.05
H -0.14 1.25 5.31
H -2.58 1.12 5.72
H -2.80 2.71 5.03
H -3.97 1.82 7.47
H -3.63 2.84 8.75
H -4.58 3.44 5.91
H -5.41 3.97 7.39
H -4.27 5.87 6.25
H -3.63 5.66 7.92
H -2.22 4.81 5.37
H -1.69 6.06 6.53
H -0.45 3.95 6.90
H -1.35 4.41 8.25
H -0.41 1.85 7.61
H -1.86 0.80 7.90
H -1.47 2.15 9.10
C -0.98 -3.21 -2.32
C -1.22 -2.39 -3.67
C -0.91 -3.34 -4.91
N -1.24 -2.79 -6.29
C -2.72 -2.49 -6.51
C -3.02 -1.67 -7.83
C -2.15 -0.40 -7.88
C -0.66 -0.72 -7.76
C -0.32 -1.58 -6.52
C -0.87 -3.79 -7.47
H -1.61 -4.08 -2.12
H -1.09 -2.56 -1.45
H 0.07 -3.49 -2.28
H -0.50 -1.57 -3.57
H -2.23 -1.96 -3.66
H -1.45 -4.28 -4.74
H 0.13 -3.66 -4.88
H -3.00 -1.94 -5.62
H -3.32 -3.40 -6.56
H -4.06 -1.38 -7.71
H -2.82 -2.18 -8.77
H -2.58 0.24 -7.10
H -2.20 0.20 -8.79
H -0.04 0.17 -7.82
H -0.41 -1.25 -8.68
H -0.29 -0.99 -5.61
H 0.73 -1.78 -6.73
H 0.19 -4.02 -7.43
H -1.09 -3.38 -8.46
H -1.43 -4.71 -7.33
C -2.72 -3.46 4.17
C -3.47 -3.29 2.86
C -3.37 -1.79 2.44
N -4.17 -1.28 1.20
C -5.73 -1.40 1.52
C -6.47 -0.76 0.34
C -6.20 0.77 0.07
C -4.69 0.86 -0.24
C -3.85 0.24 0.89
C -3.73 -2.13 0.02
H -1.66 -3.21 4.20
H -2.82 -4.52 4.42
H -3.18 -2.82 4.92
H -4.48 -3.67 3.02
H -3.13 -3.81 1.97
H -2.34 -1.43 2.40
H -3.86 -1.27 3.27
H -6.00 -0.84 2.41
H -6.01 -2.45 1.60
H -7.53 -0.79 0.60
H -6.30 -1.31 -0.58
H -6.51 1.35 0.94
H -6.79 1.16 -0.75
H -4.42 1.89 -0.46
H -4.63 0.39 -1.22
H -3.82 0.87 1.78
H -2.84 0.12 0.48
H -4.00 -3.18 0.14
H -2.64 -2.12 0.05
H -3.96 -1.75 -0.98
C 3.07 -0.43 -2.98
C 3.70 -0.59 -4.32
C 4.58 0.73 -4.68
N 5.06 0.79 -6.19
C 5.97 -0.44 -6.57
C 7.28 -0.44 -5.60
C 7.98 0.90 -5.78
C 7.16 2.24 -5.51
C 5.85 2.14 -6.36
C 3.87 0.80 -7.17
H 3.77 -0.11 -2.20
H 2.66 -1.38 -2.63
H 2.20 0.21 -3.06
H 2.92 -0.64 -5.08
H 4.29 -1.51 -4.33
H 5.47 0.78 -4.06
H 4.00 1.63 -4.49
H 5.40 -1.36 -6.38
H 6.33 -0.34 -7.59
H 6.98 -0.60 -4.57
H 7.89 -1.31 -5.83
H 8.79 0.91 -5.05
H 8.45 0.99 -6.76
H 6.87 2.44 -4.48
H 7.84 3.06 -5.75
H 5.20 3.00 -6.17
H 6.10 2.23 -7.42
H 4.35 0.79 -8.15
H 3.34 1.73 -6.96
H 3.18 -0.02 -6.95
C 0.01 -7.18 5.28
C 1.08 -6.12 5.42
C 0.90 -4.89 4.48
N 1.96 -3.72 4.74
C 1.72 -2.72 3.60
C 2.66 -1.50 3.83
C 2.34 -0.73 5.05
C 2.45 -1.72 6.22
C 1.69 -3.09 6.11
C 3.42 -4.32 4.65
H -1.00 -6.78 5.17
H 0.04 -7.88 6.12
H 0.20 -7.77 4.39
H 2.05 -6.59 5.31
H 1.11 -5.72 6.43
H -0.03 -4.36 4.65
H 0.95 -4.99 3.40
H 0.67 -2.46 3.51
H 2.00 -3.31 2.72
H 2.56 -0.85 2.97
H 3.70 -1.80 3.77
H 1.34 -0.31 5.07
H 3.08 0.06 5.20
H 2.10 -1.24 7.13
H 3.49 -1.97 6.42
H 0.61 -2.96 6.19
H 2.11 -3.86 6.75
H 3.51 -5.08 5.42
H 4.24 -3.60 4.72
H 3.49 -4.73 3.65
C -1.58 2.13 -3.83
C -0.31 2.29 -2.92
C -0.15 3.77 -2.49
N 1.00 4.00 -1.46
C 0.81 5.49 -0.95
C 1.74 5.72 0.25
C 1.39 4.83 1.47
C 1.72 3.39 1.08
C 0.93 3.01 -0.25
C 2.39 3.88 -2.24
H -1.92 1.10 -3.90
H -1.55 2.50 -4.86
H -2.39 2.73 -3.42
H 0.57 1.92 -3.44
H -0.32 1.61 -2.07
H -1.11 3.97 -2.02
H -0.02 4.51 -3.28
H -0.23 5.68 -0.70
H 0.96 6.20 -1.76
H 1.81 6.76 0.58
H 2.75 5.41 -0.05
H 0.33 4.96 1.69
H 1.98 5.05 2.36
H 1.54 2.55 1.76
H 2.76 3.23 0.81
H -0.14 3.01 -0.05
H 1.29 2.05 -0.61
H 3.20 4.16 -1.56
H 2.37 4.42 -3.19
H 2.48 2.83 -2.54
B 0.30 -0.44 0.34
F 0.63 -0.46 -0.97
F -0.15 -1.71 0.63
F 1.42 -0.10 1.08
F -0.62 0.57 0.50
```

Properties
- Multiplicity: 2
- Max |F|: 3.59 eV/Å
- <S²>: 0.7533
- Total charge: +6
- HOMO level (spin up / spin down): -21.15 / -21.15 eV
- E_LUMO (spin up / spin down): -11.381 / -19.504 eV
- Electronic energy: -78371.4361 eV

Löwdin atomic charge list, values in e, 99 entries: -0.0809, -0.1978, -0.0878, -0.2305, -0.1235, -0.1310, -0.1363, -0.1680, -0.1144, 0.0643, 0.0569, 0.0563, 0.0755, 0.1062, 0.0828, 0.1288, 0.1112, 0.1260, 0.1472, 0.1040, 0.1328, 0.1214, 0.1297, 0.1086, 0.1366, 0.1176, 0.1490, 0.0928, 0.1049, 0.1191, -0.0697, -0.1752, -0.0956, -0.2162, -0.0739, -0.1227, -0.1854, -0.1633, -0.1260, 0.0680, 0.0838, 0.0341, 0.0788, 0.0785, 0.0914, 0.1386, 0.1322, 0.1160, 0.1446, 0.1313, 0.1189, 0.1108, 0.1278, 0.1133, 0.1164, 0.1056, 0.1157, 0.1065, 0.0979, 0.1171, -0.0822, -0.2041, -0.1162, -0.1947, -0.0545, -0.1558, -0.1563, -0.1754, -0.0676, 0.0108, 0.0432, 0.0909, 0.0885, 0.1209, 0.1017, 0.1225, 0.1170, 0.1379, 0.1322, 0.1286, 0.1120, 0.1165, 0.1223, 0.1175, 0.1045, 0.1309, 0.0994, 0.1122, 0.0781, 0.0988, -0.0982, -0.2000, -0.0534, -0.2207, 0.0426, -0.0389, -0.0388, -0.0292, -0.0223

Which value of max |F| does entry 2 give?
3.59 eV/Å

Look up the electronic energy of the second one.
-78371.4361 eV

Which of these has the lowest electronic energy?
C54H120B4F16FeN6